85
Properties=species:S:1:pos:R:3:mulliken_charge:R:1 method="wB97M-V/def2-TZVPD" charge=-2 e_tot_ha=-5018.46367 homo_energy_ha=-0.056
In 0.109 -0.137 0.640 0.22
F -1.453 -5.624 1.019 -0.22
C -1.886 -5.118 2.169 0.36
F -3.198 -4.909 2.086 -0.22
F -1.656 -6.010 3.138 -0.22
S -1.069 -3.531 2.580 1.25
O -1.490 -2.589 1.572 -0.42
O -1.457 -3.280 3.942 -0.68
N 0.440 -4.040 2.412 -0.75
S 1.566 -3.038 2.870 1.03
O 1.292 -1.647 2.520 -0.25
O 2.869 -3.555 2.593 -0.74
C 1.542 -3.064 4.747 0.50
F 2.807 -2.914 5.172 -0.26
F 1.101 -4.238 5.197 -0.23
F 0.823 -2.090 5.284 -0.17
C -1.459 2.059 -2.847 -0.31
N -2.244 2.209 -1.640 0.62
C -3.572 1.841 -1.473 -0.73
C -3.904 2.167 -0.210 -1.10
N -2.797 2.740 0.400 0.20
B -2.878 3.500 1.749 0.86
N -1.619 3.204 2.656 0.09
C -0.950 4.193 3.333 -0.70
C -0.023 3.607 4.127 -0.54
N -0.133 2.248 3.918 0.47
C 0.618 1.238 4.640 -0.66
C -1.102 2.025 3.002 -0.36
S -1.653 0.485 2.423 -0.29
C -1.772 2.776 -0.489 -0.11
S -0.195 3.345 -0.248 -0.23
H -1.912 1.294 -3.475 0.29
H -0.450 1.753 -2.582 -0.26
H -1.399 3.006 -3.387 0.15
H -4.146 1.387 -2.264 1.10
H -4.827 2.022 0.327 0.47
H -2.875 4.705 1.555 -0.24
H -3.885 3.129 2.329 -0.27
H -1.187 5.230 3.176 0.47
H 0.722 4.024 4.783 0.46
H 1.623 1.610 4.823 0.35
H 0.683 0.340 4.040 0.05
H 0.121 1.006 5.581 0.33
F 7.053 -0.082 -1.211 -0.36
C 5.901 0.234 -0.600 0.82
C 4.894 -0.697 -0.478 0.03
F 5.076 -1.925 -0.972 -0.39
C 3.713 -0.361 0.156 -0.07
F 2.801 -1.319 0.262 -0.40
C 3.471 0.906 0.685 0.32
S 1.988 1.419 1.463 -0.40
C 4.529 1.801 0.569 0.14
F 4.422 3.031 1.093 -0.37
C 5.714 1.488 -0.065 0.22
F 6.698 2.400 -0.155 -0.36
C -2.034 -3.045 -1.405 -1.62
C -2.325 -1.540 -1.371 2.69
C -3.835 -1.299 -1.303 -1.66
C -1.632 -0.869 -2.535 1.00
C -2.279 -0.824 -3.765 -0.88
C -1.677 -0.329 -4.912 -1.44
C -0.362 0.119 -4.799 -0.53
C 0.330 0.119 -3.598 1.04
C 1.783 0.585 -3.630 0.04
C 2.085 1.776 -2.711 -1.21
C 2.747 -0.577 -3.358 -1.25
C -0.290 -0.389 -2.390 0.05
N 0.497 -0.399 -1.280 0.40
H -2.555 -3.567 -0.596 0.33
H -0.962 -3.230 -1.299 0.29
H -2.367 -3.459 -2.362 0.33
H -1.903 -1.151 -0.444 -1.78
H -4.371 -1.865 -2.071 0.41
H -4.072 -0.237 -1.424 0.22
H -4.215 -1.620 -0.328 0.32
H -3.294 -1.205 -3.832 0.21
H -2.201 -0.305 -5.860 0.31
H 0.147 0.503 -5.681 0.25
H 1.964 0.921 -4.657 0.54
H 1.888 1.526 -1.670 -0.12
H 1.463 2.637 -2.969 0.32
H 3.138 2.075 -2.810 0.54
H 2.560 -0.985 -2.364 -0.04
H 3.791 -0.243 -3.423 0.42
H 2.595 -1.378 -4.088 0.36

***

85
Properties=species:S:1:pos:R:3:mulliken_charge:R:1 method="wB97M-V/def2-TZVPD" charge=-2 e_tot_ha=-5018.46246 homo_energy_ha=-0.057
In -0.148 0.118 0.550 0.85
F 3.606 2.527 4.192 -0.23
C 2.970 1.604 4.916 0.36
F 3.781 0.552 5.068 -0.22
F 2.729 2.114 6.133 -0.22
S 1.354 1.100 4.138 1.14
O 1.686 0.426 2.918 -0.46
O 0.704 0.347 5.166 -0.64
N 0.784 2.573 3.949 -0.66
S -0.718 2.593 3.492 0.92
O -1.073 1.565 2.533 -0.19
O -1.199 3.913 3.252 -0.73
C -1.699 2.093 5.031 0.48
F -2.861 2.780 5.025 -0.29
F -1.048 2.436 6.147 -0.25
F -2.019 0.806 5.082 -0.17
C 0.400 -3.373 -3.488 -0.69
N 0.233 -3.925 -2.166 0.29
C 1.096 -4.778 -1.505 -0.45
C 0.519 -5.074 -0.322 -0.77
N -0.693 -4.428 -0.247 0.39
B -1.792 -4.802 0.768 0.63
N -2.594 -3.582 1.338 0.14
C -3.961 -3.606 1.401 -0.74
C -4.386 -2.523 2.086 -0.50
N -3.264 -1.832 2.458 0.53
C -3.274 -0.672 3.319 -0.36
C -2.168 -2.464 1.958 -0.28
S -0.558 -1.941 2.275 -0.40
C -0.861 -3.703 -1.377 -0.34
S -2.149 -2.712 -1.803 -0.32
H 1.452 -3.394 -3.766 0.33
H 0.053 -2.343 -3.491 0.03
H -0.192 -3.931 -4.219 0.30
H 2.018 -5.113 -1.945 0.48
H 0.868 -5.698 0.482 0.47
H -2.607 -5.484 0.187 -0.24
H -1.285 -5.391 1.696 -0.27
H -4.519 -4.404 0.946 0.45
H -5.374 -2.175 2.325 0.47
H -4.156 -0.075 3.097 0.28
H -2.395 -0.071 3.133 -0.36
H -3.280 -0.982 4.367 0.43
F -3.486 5.691 -2.730 -0.35
C -3.308 4.517 -2.103 0.75
C -2.188 4.301 -1.321 -0.01
F -1.288 5.283 -1.197 -0.40
C -2.012 3.095 -0.675 -0.24
F -0.934 2.947 0.091 -0.41
C -2.931 2.042 -0.781 0.57
S -2.737 0.505 -0.042 -0.26
C -4.073 2.320 -1.546 0.05
F -5.046 1.402 -1.642 -0.37
C -4.256 3.516 -2.206 0.26
F -5.363 3.733 -2.936 -0.35
C 4.110 1.184 0.717 -1.42
C 3.516 -0.106 0.141 2.05
C 4.435 -1.285 0.465 -2.02
C 3.242 0.104 -1.325 0.55
C 4.284 -0.096 -2.215 -0.28
C 4.180 0.193 -3.567 -1.39
C 2.977 0.722 -4.018 -0.70
C 1.887 0.923 -3.193 0.70
C 0.654 1.567 -3.812 0.47
C -0.611 0.711 -3.680 -1.11
C 0.437 2.979 -3.253 -1.23
C 1.965 0.618 -1.771 0.12
N 0.872 0.935 -1.072 -0.14
H 4.360 1.057 1.772 0.29
H 3.392 2.001 0.629 0.26
H 5.016 1.452 0.168 0.37
H 2.575 -0.294 0.651 -0.77
H 5.475 -1.070 0.202 0.41
H 4.115 -2.182 -0.062 0.43
H 4.396 -1.496 1.537 0.43
H 5.229 -0.477 -1.838 0.18
H 5.011 0.032 -4.244 0.33
H 2.874 0.973 -5.071 0.28
H 0.862 1.673 -4.884 0.47
H -0.846 0.538 -2.633 -0.06
H -0.476 -0.263 -4.157 0.14
H -1.461 1.210 -4.159 0.49
H 0.285 2.924 -2.175 -0.06
H -0.430 3.456 -3.721 0.42
H 1.318 3.598 -3.442 0.37

***

66
Properties=species:S:1:pos:R:3:mulliken_charge:R:1 method="wB97M-V/def2-TZVPD" charge=+1 e_tot_ha=-4492.99079 homo_energy_ha=-0.382
Cd 1.279 0.024 0.264 1.74
O -4.713 1.426 1.630 -0.57
C -3.964 0.920 2.656 0.75
C -4.605 0.715 3.899 -0.65
C -3.899 0.675 5.093 -0.35
C -2.507 0.642 5.065 -0.61
C -1.888 0.665 3.836 -0.65
C -2.589 0.720 2.604 0.32
C -1.649 0.588 1.378 0.15
O -0.339 0.889 1.636 -0.93
N -1.739 -0.741 0.716 0.01
N -0.655 -1.249 0.100 -0.05
C -0.839 -2.408 -0.564 -0.47
C 0.255 -3.092 -1.153 0.26
Br 2.014 -2.790 -0.441 -0.24
C 0.193 -3.942 -2.237 -0.96
C -0.907 -4.196 -3.157 1.00
C -0.860 -5.430 -3.841 -0.71
C -1.849 -5.723 -4.761 -0.47
C -2.928 -4.845 -4.952 -0.55
C -2.964 -3.651 -4.234 -0.49
C -1.993 -3.303 -3.332 -0.42
H -4.195 1.396 0.791 0.33
H -5.698 0.660 3.911 0.38
H -4.400 0.643 6.042 0.40
H -1.905 0.592 5.971 0.38
H -0.798 0.626 3.796 0.22
H -2.035 1.268 0.583 -0.08
H -2.511 -1.360 0.968 0.39
H -1.834 -2.808 -0.772 0.74
H 1.091 -4.452 -2.586 0.35
H 0.017 -6.098 -3.693 0.32
H -1.866 -6.659 -5.290 0.40
H -3.720 -5.094 -5.648 0.39
H -3.816 -2.993 -4.398 0.38
H -2.037 -2.352 -2.785 0.39
C 4.483 2.234 -1.609 -1.59
C 4.057 2.108 -0.176 1.11
C 3.631 3.248 0.556 -0.82
C 3.071 3.049 1.823 0.86
C 2.154 4.096 2.392 -1.54
C 3.277 1.841 2.474 -0.39
C 3.794 0.718 1.807 0.32
C 3.911 -0.570 2.536 -1.32
C 4.079 0.857 0.442 -1.02
H 5.538 2.015 -1.752 0.42
H 4.318 3.263 -1.909 0.34
H 3.871 1.539 -2.246 0.31
H 3.634 4.229 0.057 0.43
H 2.166 4.043 3.481 0.41
H 1.130 3.993 2.055 0.25
H 2.498 5.096 2.076 0.42
H 2.942 1.712 3.515 0.36
H 4.905 -0.678 2.998 0.37
H 3.751 -1.413 1.859 0.16
H 3.182 -0.634 3.327 0.39
H 4.392 0.011 -0.174 0.56
I -3.229 2.125 -3.377 0.16
C -1.234 2.081 -2.692 -0.41
C -0.564 3.177 -2.076 -0.26
N 0.608 2.706 -1.661 0.27
N 0.811 1.382 -1.985 -0.52
C -0.289 1.040 -2.665 -0.52
H -0.922 4.201 -2.020 0.48
H 1.276 3.199 -1.016 0.11
H -0.388 0.068 -3.137 0.62

***

71
Properties=species:S:1:pos:R:3:mulliken_charge:R:1 method="wB97M-V/def2-TZVPD" e_tot_ha=-4540.87862 homo_energy_ha=-0.205
Sr -0.798 1.047 -0.306 1.36
C 2.192 2.810 -4.528 -0.73
S 3.435 2.618 -3.220 -0.16
C 2.511 1.979 -1.892 0.27
S 2.274 0.202 -1.743 -0.05
N 1.967 2.777 -0.998 -1.68
N 1.308 2.256 -0.007 0.71
C 0.615 3.188 0.806 -1.26
C -0.165 2.771 1.867 1.90
C -0.754 3.720 2.794 -1.28
C -1.486 3.296 3.845 -0.17
C -1.716 1.900 4.051 -0.99
C -1.189 1.047 3.132 -0.81
N -0.430 1.410 2.071 -0.09
H 2.715 3.220 -5.393 0.38
H 1.419 3.512 -4.217 0.23
H 1.754 1.854 -4.802 0.13
H 0.789 4.242 0.625 0.34
H -0.570 4.775 2.630 0.42
H -1.902 4.021 4.534 0.41
H -2.327 1.536 4.864 0.45
H -1.381 -0.020 3.203 0.50
Cl -3.743 1.473 0.647 -0.28
C -3.888 -0.170 -0.035 1.78
C -2.754 -0.716 -0.589 -1.94
C -2.921 -1.991 -1.094 1.06
Cl -1.502 -2.801 -1.749 -0.21
C -4.127 -2.684 -1.082 -0.62
Cl -4.265 -4.272 -1.740 -0.20
C -5.245 -2.068 -0.515 0.85
Cl -6.759 -2.888 -0.479 -0.20
C -5.132 -0.790 0.029 -0.77
Cl -6.497 -0.024 0.748 -0.20
N 1.175 -0.902 4.070 -0.53
C 2.461 -1.602 4.136 0.09
C 2.451 -2.830 3.222 -1.53
C 2.518 -2.565 1.715 0.08
N 1.240 -2.070 1.178 -0.30
C 3.620 -1.552 1.401 -1.14
C 3.547 -0.284 2.250 0.16
N 2.304 0.485 1.933 0.48
C 3.574 -0.624 3.738 -1.26
H 0.396 -1.548 4.108 0.22
H 1.496 0.091 2.460 0.11
H 1.056 -0.243 4.832 0.26
H 2.676 -1.956 5.151 0.32
H 1.574 -3.445 3.450 0.42
H 3.320 -3.440 3.481 0.47
H 2.800 -3.514 1.243 0.49
H 0.482 -2.698 1.425 0.22
H 1.276 -2.075 0.163 0.12
H 3.599 -1.296 0.341 0.29
H 4.594 -2.009 1.592 0.52
H 4.388 0.360 1.991 0.34
H 2.043 0.442 0.938 -0.21
H 2.358 1.480 2.155 0.52
H 3.500 0.286 4.341 0.43
H 4.546 -1.069 3.959 0.50
C 0.982 -0.035 -2.816 -0.51
C 0.024 -0.184 -3.538 -0.16
C -1.072 -0.297 -4.454 0.64
C -1.341 -1.500 -5.106 -0.30
C -2.405 -1.588 -5.987 -0.61
C -3.207 -0.481 -6.232 -0.45
C -2.939 0.720 -5.591 -0.63
C -1.879 0.815 -4.705 -0.34
H -0.715 -2.360 -4.916 0.45
H -2.611 -2.527 -6.485 0.40
H -4.038 -0.554 -6.921 0.40
H -3.559 1.587 -5.779 0.39
H -1.667 1.751 -4.202 0.48

***

75
Properties=species:S:1:pos:R:3:mulliken_charge:R:1 method="wB97M-V/def2-TZVPD" charge=-1 e_tot_ha=-2440.38596 homo_energy_ha=-0.088
Cs -0.578 0.599 -0.900 1.25
N -1.870 -4.470 -2.593 -0.42
C -1.392 -3.257 -2.130 0.24
S -2.246 -2.272 -1.089 -0.60
N -0.103 -3.172 -2.611 -0.80
N 0.719 -2.191 -2.490 0.32
C 1.745 -2.371 -3.386 -0.65
C 2.907 -1.590 -3.457 0.80
C 4.034 -2.252 -3.996 -0.59
C 5.223 -1.616 -4.186 -0.48
C 5.293 -0.244 -3.873 -0.46
C 4.220 0.406 -3.263 -0.50
C 2.953 -0.220 -2.960 -0.21
O 2.012 0.390 -2.360 -0.58
H -2.877 -4.629 -2.617 0.20
H -1.336 -4.883 -3.347 0.24
H 1.630 -3.258 -4.024 0.24
H 3.890 -3.298 -4.212 0.30
H 6.065 -2.172 -4.630 0.30
H 6.182 0.293 -4.175 0.36
H 4.368 1.418 -2.978 0.40
N 0.302 2.767 2.318 -0.22
C -0.379 3.701 1.557 0.41
N -0.605 4.867 2.167 -0.73
C -1.207 5.750 1.329 0.42
N -1.493 6.977 1.801 -0.36
N -1.559 5.513 0.059 -0.58
C -1.407 4.275 -0.356 0.09
N -0.725 3.303 0.303 -0.14
C -1.959 4.024 -1.693 0.36
C -2.424 5.187 -2.393 -0.60
C -3.143 4.957 -3.554 -0.31
C -3.265 3.680 -4.058 -0.72
C -2.675 2.627 -3.338 -0.27
N -2.056 2.778 -2.172 0.00
H 0.821 3.176 3.084 0.26
H 0.776 2.024 1.799 0.05
H -1.388 7.180 2.807 0.25
H -2.000 7.631 1.215 0.24
H -2.250 6.143 -1.947 0.46
H -3.577 5.854 -4.026 0.36
H -3.731 3.525 -5.013 0.38
H -2.735 1.598 -3.693 0.45
N 5.929 -0.408 3.141 -0.48
C 4.693 -0.252 2.582 1.22
C 4.605 0.366 1.307 -0.62
C 3.340 0.543 0.773 -0.48
N 2.185 0.243 1.410 -0.18
C 2.314 -0.395 2.608 -0.37
C 3.496 -0.690 3.235 -0.82
H 6.713 0.029 2.685 0.19
H 6.053 -1.034 3.923 0.19
H 5.498 0.669 0.734 0.26
H 3.242 0.932 -0.242 0.35
H 1.402 -0.698 3.065 0.33
H 3.524 -1.190 4.188 0.35
O -4.561 -6.296 2.127 -0.61
C -3.604 -5.762 1.292 -0.32
N -2.803 -4.665 1.857 -0.14
C -3.267 -3.899 2.899 0.56
O -4.190 -4.265 3.647 -0.83
C -2.727 -2.539 3.027 0.70
C -3.430 -1.662 3.889 -0.23
C -3.055 -0.349 3.999 -0.80
C -2.015 0.121 3.178 0.02
N -1.378 -0.677 2.331 -0.18
C -1.727 -1.977 2.246 -0.99
H -4.690 -5.618 2.829 0.49
H -4.005 -5.366 0.310 0.21
H -2.901 -6.555 0.971 0.28
H -2.193 -4.209 1.192 0.05
H -4.314 -2.070 4.406 0.38
H -3.547 0.348 4.674 0.42
H -1.658 1.147 3.223 0.33
H -1.089 -2.569 1.573 0.55

***

59
Properties=species:S:1:pos:R:3:mulliken_charge:R:1 method="wB97M-V/def2-TZVPD" charge=+1 e_tot_ha=-1193.64858 homo_energy_ha=-0.412
C 1.630 3.996 -0.158 -0.88
C 1.375 2.599 0.411 -0.48
C 1.242 1.562 -0.698 0.65
C -0.209 1.403 -1.105 -0.04
N -0.830 0.299 -0.827 0.18
C -2.142 0.127 -1.442 -0.75
C -2.912 1.414 -1.583 -0.78
C -2.062 2.415 -2.324 -0.74
N -0.750 2.483 -1.722 0.26
C 0.074 3.620 -2.160 -1.09
C 0.490 4.536 -1.014 -0.60
H 1.801 4.692 0.672 0.38
H 2.547 3.970 -0.763 0.30
H 2.205 2.308 1.070 0.39
H 0.476 2.600 1.048 0.32
H 1.852 1.814 -1.577 0.72
H 1.587 0.590 -0.344 -1.24
H -2.029 -0.316 -2.450 0.23
H -2.681 -0.581 -0.814 0.33
H -3.836 1.241 -2.140 0.38
H -3.174 1.803 -0.594 0.28
H -1.957 2.106 -3.378 0.31
H -2.513 3.414 -2.305 0.49
H 0.960 3.255 -2.700 0.39
H -0.533 4.193 -2.871 0.52
H -0.385 4.743 -0.383 0.32
H 0.796 5.495 -1.450 0.35
C -0.069 -1.610 0.602 1.26
C -1.360 -2.261 0.653 0.80
C -2.445 -1.657 1.335 -0.25
C -3.614 -2.376 1.583 -1.23
C -3.739 -3.694 1.125 -0.52
C -2.698 -4.283 0.400 -0.86
C -1.527 -3.575 0.147 -0.82
C 1.022 -2.014 -0.272 0.19
C 2.261 -1.631 0.354 -0.25
C 3.489 -2.006 -0.175 -0.65
C 3.501 -2.739 -1.367 -0.70
C 2.297 -3.088 -2.005 -1.11
C 1.054 -2.726 -1.467 -0.22
C 1.949 -0.972 1.612 0.28
C 0.518 -0.971 1.774 1.44
C -0.020 -0.623 3.012 -0.57
C 0.841 -0.198 4.031 -0.99
C 2.234 -0.155 3.842 -0.81
C 2.799 -0.568 2.630 -0.48
H -2.362 -0.620 1.664 0.64
H -4.419 -1.908 2.151 0.42
H -4.647 -4.263 1.338 0.41
H -2.784 -5.310 0.040 0.43
H -0.700 -4.052 -0.373 0.60
H 4.398 -1.737 0.362 0.45
H 4.455 -3.048 -1.799 0.43
H 2.331 -3.671 -2.927 0.43
H 0.122 -2.990 -1.966 0.67
H -1.088 -0.709 3.186 0.46
H 0.421 0.085 4.996 0.45
H 2.880 0.183 4.653 0.43
H 3.876 -0.599 2.462 0.44